No. 1
{"formula": "C4H8O2", "method": "ωB97M-V/def2-TZVPD", "species": ["O", "O", "C", "C", "C", "C", "H", "H", "H", "H", "H", "H", "H", "H"], "xyz": [[-0.83, -0.96, -2.17], [-0.57, 1.74, 0.44], [-0.45, 0.48, 1.03], [0.92, -0.14, 1.14], [-0.06, -0.65, 0.12], [0.19, -0.41, -1.36], [-0.53, -1.62, 0.31], [1.75, 0.44, 0.76], [0.31, 0.67, -1.53], [-0.16, 2.38, 1.04], [-1.66, -0.53, -1.93], [-1.17, 0.27, 1.81], [1.15, -0.76, 2.00], [1.11, -0.91, -1.67]], "spin_multiplicity": 1, "largest_force_ha_per_bohr": 0.00768, "mol_weight_g_mol": 88.106, "smiles": "OC[C@H]1C[C@H]1O", "e_homo_ev": -10.02, "total_charge": 0, "lumo_ev": 0.87, "relative_energy_kj_mol": 187.1, "homo_lumo_gap_ev": 10.9}

---

No. 2
{"formula": "C39H39BBrF14N3OSrTe", "method": "ωB97M-V/def2-TZVPD", "species": ["Te", "Sr", "Br", "F", "F", "F", "F", "F", "F", "F", "F", "F", "F", "F", "F", "F", "F", "O", "N", "N", "N", "C", "C", "C", "C", "C", "C", "C", "C", "C", "C", "C", "C", "C", "C", "C", "C", "C", "C", "C", "C", "C", "C", "C", "C", "C", "C", "C", "C", "C", "C", "C", "C", "C", "C", "C", "C", "C", "C", "C", "B", "H", "H", "H", "H", "H", "H", "H", "H", "H", "H", "H", "H", "H", "H", "H", "H", "H", "H", "H", "H", "H", "H", "H", "H", "H", "H", "H", "H", "H", "H", "H", "H", "H", "H", "H", "H", "H", "H", "H"], "xyz": [[-0.10, 0.67, -2.14], [-0.07, -1.16, 0.54], [4.06, -0.41, 0.88], [-4.04, -3.03, -0.01], [-2.32, -3.84, 1.26], [-2.22, -3.12, 6.62], [-5.28, -0.89, -2.76], [-2.81, 0.02, -2.31], [-1.88, -2.37, -0.47], [-6.92, 1.81, 0.74], [-0.88, -4.12, 4.43], [-4.51, 2.74, 1.22], [0.12, -2.55, 2.59], [-7.41, -0.05, -1.24], [-1.60, 1.23, 5.00], [-2.86, -1.63, 1.44], [-2.52, -0.40, 6.81], [1.86, -2.27, 0.07], [0.68, 2.36, 0.50], [-2.21, 1.79, -0.40], [-0.02, 0.18, 2.69], [-1.04, -2.80, 4.57], [2.67, -0.72, -6.36], [0.01, 1.61, 2.87], [4.19, -2.21, 0.31], [-3.82, 0.45, -1.51], [1.54, -5.95, 0.39], [1.00, 2.28, 1.93], [2.85, -0.40, -5.02], [-0.58, -0.53, 3.67], [0.34, -1.15, -5.95], [4.39, -4.80, -0.44], [-1.31, -0.09, 4.81], [-1.84, -0.93, 5.77], [-0.52, -1.94, 3.64], [-1.71, -2.30, 5.68], [5.57, -4.13, -0.08], [-1.88, 2.93, 0.43], [0.70, -4.35, -1.31], [0.50, -0.82, -4.61], [-0.40, 3.33, 0.20], [1.93, -5.12, -0.84], [-6.16, 0.42, -1.01], [-0.63, -0.81, -3.62], [1.77, -0.44, -4.13], [6.90, -4.88, -0.08], [-4.63, 1.83, 0.21], [8.08, -3.95, 0.23], [5.44, -2.81, 0.29], [1.88, 2.83, -0.18], [2.99, -2.87, -0.03], [-5.91, 1.35, -0.02], [-3.48, 1.41, -0.50], [7.15, -5.52, -1.45], [3.13, -4.23, -0.45], [2.31, -6.07, -1.99], [1.88, -0.09, -2.68], [1.42, -1.09, -6.82], [6.86, -5.98, 0.99], [-5.08, -0.02, -1.76], [-2.85, -2.75, 0.59], [7.16, -4.76, -2.24], [9.01, -4.52, 0.18], [-0.64, -1.43, -6.31], [3.51, -0.67, -7.04], [0.94, -3.60, -2.08], [1.41, -6.60, -2.32], [3.82, -0.10, -4.65], [6.30, -2.21, 0.58], [2.71, 2.14, -0.01], [8.14, -3.13, -0.49], [-1.59, -0.58, -4.06], [-2.11, 2.83, 1.48], [2.67, 0.63, -2.46], [3.04, -6.83, -1.70], [-0.97, 2.07, 2.75], [6.70, -5.55, 1.98], [2.38, -6.55, 0.74], [-0.01, -5.06, -1.74], [1.69, 2.89, -1.26], [-2.44, 3.83, 0.11], [8.00, -3.53, 1.23], [2.18, 3.84, 0.17], [0.18, -3.85, -0.50], [-0.34, 3.54, -0.87], [7.81, -6.54, 1.00], [2.71, -5.52, -2.84], [1.21, -5.30, 1.20], [1.20, 3.30, 2.30], [-0.71, -1.77, -3.10], [1.93, 1.71, 2.02], [0.71, -6.62, 0.14], [-0.17, 4.28, 0.72], [2.06, -0.99, -2.09], [0.35, 1.89, 3.88], [4.48, -5.85, -0.72], [6.05, -6.68, 0.80], [1.28, -1.34, -7.87], [6.37, -6.24, -1.70], [8.11, -6.04, -1.46]], "spin_multiplicity": 1, "largest_force_ha_per_bohr": 0.01937, "mol_weight_g_mol": 1137.669, "e_homo_ev": -1.76, "total_charge": -2, "lumo_ev": 3.66, "relative_energy_kj_mol": 138.1, "homo_lumo_gap_ev": 5.4}

---

No. 3
{"formula": "C30H72BrFO9P", "method": "ωB97M-V/def2-TZVPD", "species": ["Br", "P", "F", "O", "O", "O", "O", "O", "O", "O", "O", "O", "C", "C", "C", "C", "C", "C", "C", "C", "C", "C", "C", "C", "C", "C", "C", "C", "C", "C", "C", "C", "C", "C", "C", "C", "C", "C", "C", "C", "C", "C", "H", "H", "H", "H", "H", "H", "H", "H", "H", "H", "H", "H", "H", "H", "H", "H", "H", "H", "H", "H", "H", "H", "H", "H", "H", "H", "H", "H", "H", "H", "H", "H", "H", "H", "H", "H", "H", "H", "H", "H", "H", "H", "H", "H", "H", "H", "H", "H", "H", "H", "H", "H", "H", "H", "H", "H", "H", "H", "H", "H", "H", "H", "H", "H", "H", "H", "H", "H", "H", "H", "H", "H"], "xyz": [[-5.99, -3.31, -0.18], [-3.76, -0.53, -3.14], [-2.79, -2.43, -5.81], [-1.91, -7.14, -2.24], [0.65, 0.52, 1.86], [-4.78, -3.73, -2.66], [1.21, -3.68, -2.34], [4.83, 1.99, 5.43], [-0.21, 6.23, 1.45], [3.48, -3.13, 3.05], [-2.77, -0.38, -6.60], [-3.81, 3.57, 0.31], [3.03, -4.45, 2.76], [-3.99, 4.91, -0.12], [-4.44, -1.01, -4.99], [-3.15, -0.07, -1.40], [0.95, 8.35, 1.28], [-3.32, -1.16, -5.89], [-5.25, -2.83, -2.06], [2.73, -5.22, 4.04], [1.72, -1.43, -3.01], [2.82, 0.67, 2.99], [-0.12, 0.36, -2.80], [-2.15, 1.08, -1.37], [-1.74, -7.75, -3.51], [6.10, 2.62, 5.30], [-5.39, -1.43, -2.36], [1.95, 1.11, 1.82], [4.03, -5.18, 1.88], [1.81, 2.62, 1.76], [5.95, 4.13, 5.20], [-2.26, -9.18, -3.51], [1.93, 6.43, 2.58], [7.04, 2.21, 6.43], [0.30, -4.59, -1.76], [0.73, -2.35, -2.32], [-3.14, 5.87, 0.70], [-5.46, 5.29, -0.10], [-0.69, 0.64, -1.41], [-2.38, -6.91, -4.60], [1.08, 6.84, 1.40], [1.38, 0.05, -2.79], [3.65, -5.34, 4.62], [0.83, -5.22, -1.05], [0.22, 0.83, 2.67], [0.57, -2.02, -1.28], [-5.62, 6.30, -0.49], [-3.46, -6.84, -4.44], [6.64, 2.56, 7.39], [-5.01, -1.93, -4.94], [-2.68, 0.18, -3.78], [3.81, 1.12, 2.94], [4.33, -3.20, 3.51], [1.93, 8.82, 1.18], [-2.35, 1.76, -2.22], [1.19, 2.91, 0.91], [-0.36, 1.19, -3.45], [-2.08, -9.67, -4.47], [2.92, -0.41, 3.00], [-5.71, -0.87, -1.49], [-0.65, 6.53, 2.25], [-2.09, 5.58, 0.66], [-0.15, -5.22, -2.53], [5.28, 4.39, 4.38], [6.91, 4.61, 5.04], [-6.19, -1.36, -3.11], [3.66, -6.17, 1.60], [1.74, -1.66, -4.07], [-0.61, -0.28, -0.82], [1.48, 6.78, 3.52], [-0.65, -0.49, -3.23], [-3.24, 6.89, 0.34], [2.02, 5.34, 2.63], [-0.24, -2.32, -2.82], [1.33, 2.99, 2.67], [-4.10, 3.49, 1.22], [6.49, 2.23, 4.35], [4.98, -5.30, 2.42], [-2.30, 1.68, -0.47], [-5.03, -0.17, -5.34], [2.34, -6.21, 3.82], [2.71, -1.66, -2.61], [-1.78, -9.76, -2.72], [-0.66, -7.77, -3.66], [4.22, -4.61, 0.97], [1.82, 0.38, -1.84], [2.94, 6.85, 2.51], [1.52, 6.45, 0.48], [1.87, 0.63, -3.58], [-0.06, 1.39, -0.92], [-3.03, -1.80, -3.16], [-6.04, 4.59, -0.71], [2.79, 3.10, 1.66], [2.38, 0.75, 0.88], [5.52, 4.52, 6.13], [8.03, 2.65, 6.29], [2.10, -4.29, 2.21], [0.47, 8.76, 2.18], [2.01, -4.68, 4.65], [7.14, 1.13, 6.47], [-2.68, -0.96, -0.97], [-3.47, 5.85, 1.74], [-3.34, -9.18, -3.32], [0.34, 8.62, 0.42], [-2.85, -7.07, -2.06], [-3.64, 4.91, -1.15], [-4.60, 0.68, -3.17], [-0.50, -4.08, -1.23], [-4.01, 0.18, -0.79], [-1.98, -5.89, -4.59], [-5.85, 5.25, 0.92], [4.43, 2.29, 6.26], [2.36, 0.98, 3.93], [-2.20, -7.34, -5.59]], "spin_multiplicity": 1, "largest_force_ha_per_bohr": 0.01316, "mol_weight_g_mol": 706.773, "e_homo_ev": -4.50, "total_charge": -1, "lumo_ev": 1.87, "relative_energy_kj_mol": 0.0, "homo_lumo_gap_ev": 6.4}

---

No. 4
{"formula": "C18H29NO2", "method": "ωB97M-V/def2-TZVPD", "species": ["O", "O", "N", "C", "C", "C", "C", "C", "C", "C", "C", "C", "C", "C", "C", "C", "C", "C", "C", "C", "C", "H", "H", "H", "H", "H", "H", "H", "H", "H", "H", "H", "H", "H", "H", "H", "H", "H", "H", "H", "H", "H", "H", "H", "H", "H", "H", "H", "H", "H"], "xyz": [[0.83, -1.04, -0.32], [1.89, 1.02, 0.05], [-1.67, 0.85, -0.17], [-2.54, 1.99, -0.42], [-2.28, -0.44, -0.43], [3.07, -1.78, 0.36], [2.90, 0.67, 0.97], [-2.22, 3.15, 0.52], [5.08, -0.45, 0.41], [-3.14, -2.14, -2.11], [1.58, -1.91, 0.52], [3.70, -0.55, 0.57], [-0.34, 0.98, -0.74], [0.71, 0.28, 0.13], [-1.88, -2.96, -2.39], [5.83, -1.56, 0.05], [3.83, -2.88, -0.01], [-1.99, 3.86, 2.94], [5.20, -2.77, -0.16], [-2.82, -0.67, -1.85], [-2.40, 2.75, 1.98], [-2.14, -4.02, -2.50], [-1.40, -2.63, -3.30], [-1.81, 1.85, 2.17], [-2.08, -0.33, -2.58], [6.90, -1.47, -0.07], [-1.17, -2.87, -1.57], [3.56, 1.54, 1.02], [3.34, -3.82, -0.19], [0.36, 0.27, 1.19], [2.45, 0.50, 1.96], [-0.06, 2.03, -0.77], [5.57, 0.50, 0.58], [-0.94, 4.10, 2.80], [-3.72, -0.07, -1.99], [-2.13, 3.55, 3.97], [-2.48, 2.34, -1.47], [5.78, -3.64, -0.45], [-1.19, 3.47, 0.37], [-1.52, -1.19, -0.21], [1.27, -2.92, 0.24], [-2.87, 3.99, 0.28], [-3.80, -2.22, -2.97], [-3.09, -0.57, 0.29], [-3.56, 1.66, -0.23], [-3.45, 2.49, 2.16], [-0.25, 0.57, -1.75], [-3.66, -2.55, -1.25], [1.30, -1.73, 1.57], [-2.57, 4.76, 2.76]], "spin_multiplicity": 1, "largest_force_ha_per_bohr": 0.01167, "mol_weight_g_mol": 291.435, "smiles": "CCCCN(CCCC)CC1OCc2ccccc2CO1", "e_homo_ev": -8.14, "total_charge": 0, "lumo_ev": 0.93, "relative_energy_kj_mol": 80.8, "homo_lumo_gap_ev": 9.1}